Entry 1:
Molecular formula: C25H50F5NO3
Method: DFT, ωB97M-V/def2-TZVPD

Its orbital gap is 9.725 eV. As for the SMILES: COCCCCC[C@@H](N)OC(=O)CCCC(F)(F)C(F)(F)F.CCCCCC.CCCCCC. Its strongest force on any atom is 0.16654 hartree/bohr.

```
! wB97M-V def2-TZVPD RIJCOSX def2/J DEFGRID3
* xyz 0 1
C 1.501 -2.970 2.880
O 0.174 -2.375 2.642
C -0.694 -3.272 1.849
C -2.282 -3.196 2.355
C -2.809 -1.684 1.939
C -3.335 -1.582 0.370
C -2.680 -0.313 -0.458
C -3.149 1.164 0.085
N -4.673 1.382 -0.009
O -2.663 1.514 1.430
C -1.255 1.983 1.395
O -0.276 1.155 1.774
C -0.919 3.524 0.947
C 0.517 3.672 0.104
C 0.608 2.679 -1.192
C 0.860 3.409 -2.633
F 1.367 4.798 -2.566
F -0.436 3.374 -3.409
C 1.943 2.585 -3.605
F 1.474 2.740 -5.021
F 2.016 1.138 -3.304
F 3.267 3.293 -3.505
H 2.052 -3.063 1.834
H 1.426 -4.034 3.378
H 2.182 -2.255 3.549
H -0.613 -2.902 0.718
H -0.308 -4.390 1.900
H -2.945 -4.031 1.847
H -2.370 -3.335 3.532
H -1.912 -0.906 2.059
H -3.696 -1.300 2.635
H -4.522 -1.624 0.282
H -2.940 -2.569 -0.164
H -1.506 -0.424 -0.528
H -3.072 -0.417 -1.577
H -2.671 1.959 -0.659
H -5.145 0.927 0.813
H -4.762 2.433 0.118
H -1.753 3.986 0.267
H -0.788 4.240 1.885
H 1.373 3.327 0.861
H 0.628 4.814 -0.120
H -0.451 2.136 -1.272
H 1.376 1.825 -0.925
C -3.772 0.329 -8.555
C -3.067 1.579 -9.060
C -1.541 1.471 -9.019
C -0.936 1.295 -7.621
C -1.285 2.395 -6.615
C -0.771 3.766 -7.025
H -3.538 0.130 -7.506
H -4.857 0.450 -8.637
H -3.482 -0.546 -9.146
H -3.407 2.449 -8.488
H -3.374 1.757 -10.098
H -1.113 2.362 -9.491
H -1.228 0.622 -9.639
H 0.156 1.238 -7.721
H -1.248 0.329 -7.207
H -0.842 2.132 -5.646
H -2.366 2.439 -6.454
H 0.316 3.755 -7.144
H -1.020 4.506 -6.256
H -1.219 4.101 -7.965
C 1.735 -1.890 7.019
C 3.150 -1.365 7.209
C 4.184 -2.089 6.343
C 4.348 -3.586 6.634
C 4.722 -3.934 8.077
C 6.069 -3.368 8.499
H 1.652 -2.940 7.311
H 1.036 -1.318 7.636
H 1.422 -1.795 5.974
H 3.426 -1.424 8.267
H 3.164 -0.300 6.949
H 5.152 -1.588 6.460
H 3.909 -1.971 5.288
H 5.116 -3.987 5.961
H 3.421 -4.111 6.376
H 4.757 -5.026 8.173
H 3.946 -3.592 8.768
H 6.868 -3.737 7.849
H 6.300 -3.674 9.526
H 6.076 -2.275 8.470
*
```

***

Entry 2:
Molecular formula: C25H50INNbO5S
Method: DFT, ωB97M-V/def2-TZVPD

The relative energy (zero: lowest compared OMol25 entry of this formula, charge and spin) is 5.3 kcal/mol. Its orbital gap is 6.909 eV. Its strongest force on any atom is 0.06352 hartree/bohr.

```
! wB97M-V def2-TZVPD RIJCOSX def2/J DEFGRID3
* xyz -1 1
C -0.093 -2.388 -0.258
C 0.498 -1.527 -1.364
C 0.629 -0.059 -0.975
C 1.638 0.683 -1.859
C 1.362 2.178 -2.137
Nb 0.889 3.494 -0.380
I 0.117 5.265 1.657
C 2.563 2.542 0.739
C 2.937 3.308 1.984
C 3.698 4.612 1.772
O 4.285 3.403 2.261
N -0.816 4.262 -1.533
C -1.823 3.698 -1.232
S -3.134 3.178 -0.464
H -0.092 -3.445 -0.520
H 0.414 -2.278 0.701
H -1.136 -2.115 -0.088
H -0.166 -1.626 -2.227
H 1.452 -1.949 -1.691
H 1.003 -0.030 0.048
H -0.349 0.412 -0.998
H 2.652 0.515 -1.500
H 1.599 0.178 -2.833
H 2.271 2.581 -2.586
H 0.546 2.259 -2.852
H -0.348 2.305 0.276
H 2.005 4.760 -1.159
H 2.395 1.513 1.061
H 3.507 2.627 0.193
H 2.246 3.274 2.807
H 3.156 5.211 2.488
H 3.716 4.745 0.702
C 8.736 3.644 1.088
C 7.300 4.129 1.256
C 7.351 4.786 2.625
O 8.687 5.295 2.781
C 9.522 4.767 1.751
H 9.027 3.478 0.051
H 8.880 2.710 1.637
H 7.067 4.873 0.490
H 6.555 3.338 1.198
H 7.164 4.059 3.420
H 6.637 5.603 2.729
H 9.741 5.571 1.038
H 10.463 4.427 2.188
C -7.642 1.135 -1.540
C -6.154 1.467 -1.524
C -5.672 0.692 -0.308
O -6.523 -0.467 -0.205
C -7.641 -0.317 -1.080
H -8.114 1.269 -2.513
H -8.172 1.758 -0.815
H -5.676 1.082 -2.427
H -5.940 2.531 -1.456
H -5.781 1.280 0.608
H -4.635 0.376 -0.395
H -7.509 -1.000 -1.927
H -8.555 -0.595 -0.550
C 3.530 -5.614 -3.073
C 4.077 -5.847 -1.668
C 3.073 -5.082 -0.816
O 1.822 -5.150 -1.505
C 2.028 -5.645 -2.828
H 3.855 -6.355 -3.802
H 3.832 -4.627 -3.431
H 4.042 -6.913 -1.426
H 5.100 -5.501 -1.530
H 3.355 -4.028 -0.719
H 2.957 -5.502 0.183
H 1.638 -6.668 -2.877
H 1.471 -5.028 -3.534
C -7.664 -3.622 1.169
C -8.533 -3.708 2.420
C -7.485 -3.871 3.514
O -6.322 -3.179 3.069
C -6.464 -2.837 1.678
H -8.153 -3.140 0.323
H -7.358 -4.625 0.860
H -9.080 -2.773 2.559
H -9.254 -4.525 2.400
H -7.226 -4.927 3.659
H -7.806 -3.459 4.472
H -6.633 -1.767 1.601
H -5.543 -3.080 1.149
*
```

***

Entry 3:
Molecular formula: C25H50INO9S
Method: DFT, ωB97M-V/def2-TZVPD

The relative energy (zero: lowest compared OMol25 entry of this formula, charge and spin) is 0.0 kcal/mol. Its orbital gap is 9.364 eV. As for the SMILES: CCCCCCCCCCOC(=O)N(CCCI)CCCS(=O)(=O)O.CCOC(C)=O.CCOC(C)=O. Its strongest force on any atom is 0.08114 hartree/bohr.

```
! wB97M-V def2-TZVPD RIJCOSX def2/J DEFGRID3
* xyz 0 1
C -0.024 2.724 4.867
C 0.882 2.041 5.892
C 0.062 1.425 7.009
C -0.897 0.346 6.502
C -1.057 -0.873 7.420
C -0.926 -2.216 6.716
C 0.503 -2.613 6.380
C 0.551 -3.867 5.504
C 1.736 -3.990 4.541
C 1.394 -4.812 3.316
O 0.798 -4.047 2.273
C 1.729 -3.287 1.609
O 2.785 -3.784 1.120
N 1.352 -1.955 1.443
C 2.535 -1.091 1.345
C 2.279 0.292 0.758
C 1.154 0.443 -0.239
I 1.179 -0.971 -1.823
C 0.268 -1.432 2.274
C -1.090 -1.724 1.671
C -2.194 -1.250 2.610
S -3.781 -0.903 1.880
O -4.607 -2.073 1.994
O -4.210 0.376 2.394
O -3.476 -0.756 0.338
H 0.491 3.497 4.313
H -0.414 2.009 4.149
H -0.890 3.150 5.362
H 1.459 1.251 5.419
H 1.544 2.798 6.297
H 0.722 0.981 7.748
H -0.482 2.232 7.491
H -1.877 0.778 6.333
H -0.534 0.003 5.534
H -0.363 -0.809 8.251
H -2.061 -0.827 7.832
H -1.509 -2.173 5.800
H -1.335 -2.978 7.372
H 1.033 -1.787 5.910
H 1.020 -2.814 7.315
H 0.554 -4.735 6.153
H -0.359 -3.872 4.910
H 2.576 -4.449 5.051
H 2.086 -2.999 4.257
H 0.660 -5.558 3.597
H 2.259 -5.347 2.941
H 2.984 -0.981 2.332
H 3.271 -1.600 0.742
H 2.093 0.993 1.562
H 3.194 0.627 0.283
H 0.176 0.461 0.222
H 1.269 1.393 -0.742
H 0.289 -1.834 3.282
H 0.377 -0.355 2.353
H -1.202 -2.782 1.476
H -1.160 -1.231 0.709
H -2.429 -2.043 3.309
H -1.924 -0.351 3.151
H -2.812 -0.078 0.194
O 3.001 1.755 -4.339
C 2.831 1.159 -5.364
O 2.967 1.832 -6.522
C 2.987 1.181 -7.795
C 1.593 0.961 -8.342
C 2.391 -0.286 -5.396
H 3.561 0.255 -7.746
H 3.546 1.861 -8.436
H 1.009 0.294 -7.712
H 1.644 0.532 -9.344
H 1.056 1.902 -8.390
H 1.303 -0.320 -5.364
H 2.786 -0.775 -4.511
H 2.742 -0.837 -6.266
O -1.371 1.824 -7.537
C -1.888 2.806 -7.986
O -3.230 2.829 -8.088
C -3.960 4.011 -8.421
C -4.090 4.203 -9.917
C -1.087 3.978 -8.507
H -3.524 4.883 -7.932
H -4.941 3.858 -7.976
H -3.119 4.350 -10.390
H -4.711 5.072 -10.135
H -4.549 3.324 -10.368
H -0.852 3.800 -9.556
H -0.159 4.030 -7.944
H -1.590 4.937 -8.416
*
```

***

Entry 4:
Molecular formula: C25H50N2O10S6
Method: DFT, ωB97M-V/def2-TZVPD

Its orbital gap is 7.780 eV. As for the SMILES: CCN(CC)C(=S)SCCCNC(=O)O.O=S1(=O)CCCC1.O=S1(=O)CCCC1.O=S1(=O)CCCC1.O=S1(=O)CCCC1. Its strongest force on any atom is 0.09331 hartree/bohr.

```
! wB97M-V def2-TZVPD RIJCOSX def2/J DEFGRID3
* xyz 0 1
C 4.205 -1.995 3.378
C 2.899 -1.946 2.448
N 3.139 -1.392 1.080
C 3.114 0.099 1.046
C 4.509 0.804 1.426
C 2.149 -1.889 0.107
S 2.644 -1.904 -1.513
S 0.460 -2.526 0.496
C -0.631 -1.177 1.154
C -1.901 -1.819 1.947
C -3.258 -0.986 1.647
N -3.073 0.501 1.726
C -2.475 0.912 2.985
O -2.978 0.525 4.073
O -1.313 1.766 2.948
H 3.820 -2.181 4.454
H 4.836 -2.919 3.126
H 4.803 -1.030 3.412
H 2.049 -1.320 2.917
H 2.575 -3.044 2.298
H 2.321 0.512 1.779
H 2.815 0.502 0.012
H 4.397 1.190 2.506
H 5.379 0.052 1.454
H 4.758 1.724 0.794
H -0.130 -0.458 1.880
H -1.085 -0.643 0.237
H -1.720 -1.876 3.075
H -2.103 -2.902 1.599
H -3.620 -1.286 0.595
H -4.105 -1.246 2.379
H -2.582 0.879 0.906
H -0.546 1.274 3.311
C 8.397 -4.952 0.563
C 9.346 -4.643 1.723
C 9.315 -3.130 1.951
S 7.702 -2.576 1.409
O 7.871 -1.720 0.258
O 6.924 -2.174 2.561
C 7.123 -4.168 0.851
H 8.199 -6.022 0.475
H 8.842 -4.612 -0.378
H 8.999 -5.158 2.624
H 10.361 -4.990 1.518
H 9.449 -2.878 3.003
H 10.067 -2.620 1.347
H 6.486 -4.046 -0.025
H 6.557 -4.623 1.667
C -4.556 4.188 0.904
C -5.547 3.570 1.893
C -6.819 4.420 1.858
S -6.895 5.140 0.222
O -6.750 6.572 0.342
O -7.983 4.535 -0.515
C -5.353 4.461 -0.364
H -3.710 3.525 0.711
H -4.165 5.126 1.311
H -5.780 2.546 1.583
H -5.134 3.521 2.902
H -7.711 3.816 2.030
H -6.776 5.234 2.584
H -4.866 5.169 -1.034
H -5.578 3.534 -0.895
C 7.185 -0.340 -4.107
C 7.092 0.132 -5.560
C 5.655 -0.108 -6.028
S 4.630 -0.014 -4.564
O 4.054 -1.316 -4.322
O 3.826 1.186 -4.620
C 5.963 0.238 -3.405
H 8.112 -0.010 -3.633
H 7.156 -1.433 -4.071
H 7.323 1.201 -5.612
H 7.807 -0.389 -6.201
H 5.333 0.650 -6.743
H 5.535 -1.102 -6.461
H 5.735 -0.258 -2.462
H 6.070 1.313 -3.249
C -11.498 0.794 -2.442
C -10.727 2.115 -2.422
C -10.182 2.307 -1.005
S -9.963 0.666 -0.327
O -10.883 0.496 0.775
O -8.549 0.386 -0.202
C -10.603 -0.218 -1.739
H -11.737 0.479 -3.460
H -12.439 0.907 -1.893
H -9.896 2.062 -3.132
H -11.358 2.956 -2.718
H -9.223 2.827 -1.009
H -10.893 2.842 -0.372
H -11.137 -1.109 -1.410
H -9.756 -0.498 -2.369
*
```

***

Entry 5:
Molecular formula: C25H50N2O13S4
Method: DFT, ωB97M-V/def2-TZVPD

The relative energy (zero: lowest compared OMol25 entry of this formula, charge and spin) is 0.0 kcal/mol. Its orbital gap is 8.452 eV. Its strongest force on any atom is 0.04248 hartree/bohr.

```
! wB97M-V def2-TZVPD RIJCOSX def2/J DEFGRID3
* xyz 0 1
C -1.759 -4.015 -1.868
C -1.583 -5.264 -0.996
O -0.345 -4.927 -0.351
C 0.349 -4.020 -1.057
O 1.503 -3.806 -0.875
O -0.460 -3.426 -1.965
H -2.452 -3.377 -1.323
H -2.174 -4.196 -2.858
H -1.441 -6.250 -1.440
H -2.323 -5.288 -0.198
C -0.633 3.256 -2.393
C -2.092 2.996 -1.977
O -2.835 3.936 -2.758
C -2.028 4.747 -3.431
O -2.348 5.628 -4.163
O -0.725 4.424 -3.190
H -0.114 2.441 -2.888
H -0.129 3.482 -1.450
H -2.210 3.223 -0.921
H -2.465 1.994 -2.164
C 2.362 0.962 -3.382
C 2.457 -0.249 -4.332
O 3.864 -0.421 -4.444
C 4.419 0.014 -3.290
O 5.536 -0.184 -2.971
O 3.531 0.737 -2.591
H 1.476 0.893 -2.764
H 2.445 1.877 -3.967
H 1.959 0.022 -5.258
H 2.017 -1.145 -3.894
C 2.501 -0.483 0.658
C 1.249 0.350 0.437
C 0.129 -0.507 -0.208
C -1.153 0.157 0.024
N -2.143 0.716 0.185
H 2.336 -1.215 1.443
H 3.326 0.183 0.936
H 2.889 -0.946 -0.251
H 1.350 1.298 -0.093
H 0.865 0.608 1.429
H 0.153 -1.501 0.249
H 0.212 -0.751 -1.271
C -1.447 -0.125 3.459
C -0.847 -0.037 4.855
C -1.366 -1.048 5.887
C -2.839 -1.047 5.949
N -3.987 -1.050 6.002
H -0.966 -0.914 2.876
H -1.360 0.871 3.031
H -2.508 -0.374 3.496
H -1.177 0.943 5.241
H 0.223 0.157 4.950
H -0.911 -0.855 6.856
H -1.055 -2.049 5.577
C 6.397 -0.181 0.221
S 5.858 0.627 1.792
O 7.131 0.931 2.520
C 5.235 2.104 0.908
H 5.579 0.060 -0.462
H 6.539 -1.247 0.060
H 7.287 0.379 -0.062
H 4.503 1.781 0.170
H 6.098 2.561 0.424
H 4.779 2.767 1.640
C -0.876 -1.978 -5.216
S -1.595 -0.478 -4.516
O -0.574 0.099 -3.551
C -2.824 -1.148 -3.354
H -0.075 -1.650 -5.873
H -1.654 -2.509 -5.766
H -0.509 -2.628 -4.421
H -3.539 -0.359 -3.141
H -2.362 -1.462 -2.420
H -3.262 -2.049 -3.788
C 1.160 4.236 5.119
S 2.169 2.972 4.261
O 2.145 1.763 5.131
C 0.940 2.568 2.991
H 1.129 5.137 4.504
H 1.750 4.434 6.010
H 0.155 3.856 5.269
H -0.021 2.322 3.447
H 1.207 1.588 2.575
H 0.884 3.238 2.133
C -5.646 -1.238 -0.552
S -5.180 -2.461 0.719
O -3.884 -3.063 0.234
C -4.835 -1.273 2.058
H -6.728 -1.117 -0.572
H -5.341 -1.692 -1.495
H -5.162 -0.264 -0.482
H -4.135 -0.545 1.636
H -4.328 -1.801 2.863
H -5.697 -0.725 2.429
*
```